Computed, not measured: C15H22AsF6K4N4O6S as an isolated structure, with ωB97M-V/def2-TZVPD.

Geometry (Å):
1 K 0.11 3.86 -2.15
2 K -6.00 1.53 -0.91
3 K -4.72 -0.41 3.06
4 K -2.16 3.64 4.41
5 As -1.86 1.47 0.61
6 F -0.34 0.87 1.15
7 F -1.06 2.81 -0.20
8 F -3.46 2.00 0.09
9 F -2.70 0.14 1.39
10 F -2.07 2.39 2.10
11 F -1.69 0.53 -0.83
12 C -4.00 -2.62 -1.59
13 N -5.18 -1.96 -0.94
14 O -4.92 -1.00 -0.20
15 O -6.27 -2.35 -1.18
16 H -4.20 -2.94 -2.61
17 H -3.80 -3.51 -0.98
18 H -3.10 -2.02 -1.60
19 C 0.40 -2.09 -1.12
20 C 0.77 -2.53 -2.57
21 O -0.34 -3.38 -2.88
22 S -0.58 -4.31 -1.59
23 O 0.54 -5.20 -1.44
24 O -1.91 -4.82 -1.51
25 O -0.48 -3.05 -0.53
26 H 0.05 -1.08 -0.94
27 H 1.33 -2.13 -0.54
28 H 1.72 -3.06 -2.62
29 H 0.74 -1.64 -3.20
30 N -0.04 1.16 -3.09
31 C 0.02 1.78 -4.31
32 C 1.29 2.23 -4.54
33 C 2.09 1.74 -3.47
34 C 1.23 1.28 -2.51
35 H -0.85 0.81 -2.60
36 H -0.88 1.85 -4.90
37 H 1.60 2.63 -5.49
38 H 3.16 1.72 -3.40
39 H 1.28 0.95 -1.48
40 N 3.74 3.13 2.47
41 C 2.99 3.62 1.44
42 C 1.67 3.48 1.85
43 C 1.65 2.88 3.12
44 C 2.97 2.76 3.51
45 H 4.75 3.13 2.52
46 H 3.51 3.93 0.55
47 H 0.75 3.60 1.29
48 H 0.82 2.62 3.74
49 H 3.33 2.34 4.44
50 N 1.69 -0.63 2.79
51 C 0.97 -1.74 2.44
52 C 1.75 -2.83 2.85
53 C 2.92 -2.33 3.42
54 C 2.86 -0.95 3.39
55 H 1.34 0.32 2.78
56 H 0.01 -1.62 1.97
57 H 1.35 -3.83 2.78
58 H 3.65 -2.95 3.92
59 H 3.56 -0.26 3.83

Output
Total energy = -187416.1870 eV
Total charge = +3
E_LUMO = -8.875 eV
Maximum force = 2.86 eV/Å

These are the Löwdin partial charges, in e, on atoms 1 to 8:
1. K 0.947
2. K 0.959
3. K 0.954
4. K 0.966
5. As 0.801
6. F -0.188
7. F -0.329
8. F -0.319


Computed, not measured: C12H28Cl2N4O4Pt as an isolated structure, with ωB97M-V/def2-TZVPD.

Geometry (Å):
1 Pt 0.16 -0.28 0.08
2 Cl 4.07 -0.72 1.63
3 Cl -3.39 0.66 -1.82
4 C -1.23 -5.64 3.47
5 C -2.34 -4.65 2.92
6 O -1.92 -3.76 2.21
7 N -3.60 -5.00 3.22
8 C -4.63 -4.12 2.70
9 H -1.26 -6.60 2.95
10 H -1.37 -5.99 4.49
11 H -0.25 -5.17 3.41
12 H -3.87 -5.89 3.61
13 H -5.39 -3.93 3.46
14 H -5.22 -4.68 1.97
15 H -4.27 -3.16 2.33
16 C 1.51 5.34 -2.09
17 C 2.59 4.31 -2.39
18 O 2.30 3.13 -2.16
19 N 3.79 4.75 -2.65
20 C 4.96 3.88 -2.85
21 H 1.96 6.26 -1.70
22 H 0.77 4.91 -1.43
23 H 0.99 5.58 -3.02
24 H 3.88 5.62 -3.15
25 H 5.02 3.80 -3.93
26 H 4.81 2.90 -2.40
27 H 5.83 4.41 -2.47
28 C 0.60 4.36 4.11
29 C -0.78 3.56 4.22
30 O -0.88 2.68 3.37
31 N -1.69 3.85 5.17
32 C -2.84 2.99 5.45
33 H 1.35 3.71 3.66
34 H 0.97 4.63 5.10
35 H 0.57 5.31 3.57
36 H -1.28 4.56 5.76
37 H -3.62 3.19 4.71
38 H -3.16 3.12 6.48
39 H -2.67 1.95 5.15
40 C 0.15 -4.96 -4.50
41 C 0.70 -3.61 -4.63
42 O 0.75 -2.90 -3.64
43 N 0.98 -3.09 -5.82
44 C 1.47 -1.70 -6.09
45 H -0.18 -5.12 -3.47
46 H 0.86 -5.75 -4.76
47 H -0.68 -5.07 -5.20
48 H 0.68 -3.62 -6.63
49 H 2.11 -1.60 -6.97
50 H 2.11 -1.39 -5.26
51 H 0.59 -1.06 -6.16

Output
Total energy = -55332.5153 eV
2S+1 = 3
Total charge = 0
E_LUMO (spin up / spin down) = -0.836 / -3.728 eV
Maximum force = 4.72 eV/Å
<S²> = 2.045

These are the Löwdin partial charges, in e, on atoms 1 to 8:
1. Pt 0.248
2. Cl -0.237
3. Cl -0.026
4. C -0.010
5. C -0.544
6. O 0.041
7. N 0.007
8. C -0.077